Record 1
40
Properties=species:S:1:pos:R:3:forces:R:3 method="wB97M-V/def2-TZVPD" total_energy_ev=-108921.735 gap_ev=5.774 total_charge=-1 relative_energy_kcal_mol=69.7 lumo_energy_ev=2.91
O -2.2062 -2.4914 -2.4089 0.1 0.0 1.3
C -1.5900 -2.5659 -1.4084 1.0 -0.2 -1.8
Co 0.1851 -2.6579 -0.8079 -0.7 -1.1 -4.2
C 0.7160 -4.0971 -1.6928 -0.2 -1.9 -0.2
O 1.0684 -5.0156 -2.3024 -0.1 1.0 0.4
C 0.8542 -1.4955 -1.9240 0.3 1.9 -1.4
O 1.3157 -0.7268 -2.6631 -0.5 -1.4 1.0
C 0.0903 -2.7500 1.0123 -0.4 -0.5 2.0
C 1.0651 -1.9326 0.5479 4.2 2.2 3.4
C 2.2603 -1.2065 0.8858 -1.4 -8.4 4.6
C 2.5269 -0.7771 2.3148 -0.1 -0.8 -1.2
C 3.8212 -0.3224 2.6025 0.0 0.3 0.3
C 4.1029 0.2894 3.8212 -0.2 -0.2 0.0
C 3.0887 0.4342 4.7762 0.1 0.1 0.0
C 1.8292 -0.1215 4.5386 0.1 -0.3 -0.4
C 1.5607 -0.7782 3.3290 0.1 0.6 0.6
Co -1.8307 -2.6175 0.5498 -2.3 0.1 1.2
C -3.4542 -3.1671 0.1598 -1.4 -0.9 -1.5
O -4.5103 -3.5330 -0.1297 1.2 0.6 0.6
C -2.2318 -0.9006 0.7052 -0.3 3.1 0.2
O -2.6099 0.1931 0.7779 0.5 -1.9 0.0
C -2.2195 -3.4070 2.0838 0.8 -1.2 1.3
O -2.5104 -3.9450 3.0638 0.1 0.8 -1.0
H 0.2617 -3.4589 1.8344 0.2 0.3 -0.4
H 3.1395 -1.7923 0.5563 -0.2 1.1 -0.9
H 4.5987 -0.4365 1.8424 -0.2 0.2 0.2
H 5.1084 0.6686 4.0118 -0.3 -0.1 0.0
H 3.2800 0.9928 5.6938 0.0 -0.2 -0.2
H 1.0394 -0.0390 5.2878 0.3 -0.1 -0.1
H 0.5923 -1.2679 3.1903 0.3 0.3 -0.2
C 0.1409 2.0386 0.7831 0.8 -0.4 -0.7
C 0.9620 2.7635 -0.0579 0.2 -0.1 0.0
C 2.0021 1.8913 -0.5027 -0.8 -0.2 0.9
C 1.7657 0.6406 0.0845 1.3 4.6 -3.7
N 0.6486 0.7456 0.8090 -1.5 0.8 0.9
H -0.7331 2.3134 1.3576 0.1 -0.1 -0.2
H 0.8470 3.7992 -0.3432 -0.1 0.0 0.1
H 2.8123 2.1196 -1.1815 -0.1 0.0 0.1
H 2.4493 -0.2376 -0.0876 -1.1 2.2 -0.8
H 0.1878 0.0389 1.3723 0.5 -0.1 -0.3

Record 2
33
Properties=species:S:1:pos:R:3:forces:R:3 method="wB97M-V/def2-TZVPD" total_energy_ev=-24136.203 gap_ev=9.703 relative_energy_kcal_mol=106.9 lumo_energy_ev=0.41
C -0.4537 1.9005 -0.8895 1.4 1.2 -0.1
C -1.3468 2.0816 0.0341 -1.8 -0.9 1.2
C -0.1751 0.6406 -1.6074 -1.4 0.4 -1.0
C -2.2003 0.9129 0.4420 -2.1 -1.0 -0.6
C -1.4469 -0.3704 0.6202 4.9 -0.1 -1.9
C -0.1167 -0.5485 -0.7360 -1.4 -2.0 3.0
C -1.6291 3.3219 0.7744 -1.7 0.9 2.5
C 2.3531 0.1723 1.1733 0.5 0.4 1.8
C 2.4694 -1.4124 -1.8815 -0.5 -1.3 2.6
C 1.2896 -2.6296 0.9703 0.3 -0.5 -3.1
N -2.0489 -1.6351 0.3922 -2.3 0.0 1.1
O -1.9709 -2.5591 1.1769 1.0 -0.2 0.7
O -2.7434 -1.6786 -0.5671 -1.7 -0.6 -2.8
Si 1.5943 -1.0757 -0.0429 0.4 0.5 -1.7
H 0.1541 2.7520 -1.1369 0.3 0.3 -0.3
H -1.0970 0.5503 -2.2625 1.5 -0.1 -0.2
H 0.7910 0.8248 -2.0914 -0.5 -0.5 -0.7
H -2.8239 1.1975 1.3145 0.5 -0.4 -0.2
H -2.9536 0.6277 -0.3603 0.7 0.7 0.6
H -0.8573 -0.5623 1.4770 0.4 0.7 1.3
H -0.4188 -1.5588 -1.1802 0.1 1.6 0.0
H -1.3854 3.2596 1.8938 -0.4 -0.3 -1.4
H -2.6723 3.7982 0.7466 0.9 -1.5 -0.1
H -1.0984 4.1466 0.4503 1.7 1.5 -0.9
H 3.2023 -0.3635 1.7359 -1.0 0.9 -0.9
H 2.6790 1.2239 0.9566 0.0 -1.2 -0.5
H 1.6085 0.3989 1.9996 0.4 -0.7 -0.8
H 3.1457 -2.3023 -1.8475 -0.5 0.8 0.0
H 1.6210 -1.6625 -2.4999 -0.3 -0.3 -0.3
H 2.9506 -0.5958 -2.3472 0.7 1.0 -0.2
H 0.2472 -2.5896 1.1347 -1.0 0.0 1.3
H 1.3643 -3.5801 0.3967 0.3 0.6 0.1
H 1.9684 -2.6851 1.7612 0.5 -0.1 1.7

Record 3
125
Properties=species:S:1:pos:R:3:forces:R:3 method="wB97M-V/def2-TZVPD" total_energy_ev=-80974.144 gap_ev=9.992 total_charge=+5 relative_energy_kcal_mol=47.9 lumo_energy_ev=-7.97
C -3.4318 -6.3113 9.2288 0.1 1.1 -1.2
N -3.4665 -6.1140 7.7022 -0.2 0.3 -0.6
C -1.9727 -6.2054 7.1126 -1.5 -0.9 0.9
C -4.3881 -7.2556 7.2538 1.3 0.4 -0.7
C -4.1707 -4.7398 7.3841 1.3 0.3 0.1
C -4.3503 -4.2578 5.9394 -0.2 0.2 -0.7
O -3.1607 -3.9598 5.1832 0.2 -0.9 0.8
H -3.0001 -5.3748 9.5818 0.0 -0.4 0.6
H -2.8469 -7.1946 9.4852 0.0 0.2 -0.1
H -4.4731 -6.4433 9.5228 0.3 0.2 0.3
H -1.8717 -5.8442 6.0892 -0.4 0.4 0.4
H -1.7336 -7.2689 7.1067 -0.2 -0.1 0.0
H -1.2877 -5.7706 7.8405 -0.3 0.5 -0.2
H -5.3437 -7.1585 7.7689 0.2 -0.1 -0.1
H -3.8452 -8.1635 7.5167 -0.4 -0.1 0.1
H -4.5005 -7.2365 6.1697 -0.1 0.1 0.1
H -3.6288 -3.9216 7.8585 0.8 -0.4 0.3
H -5.1074 -4.6874 7.9391 -0.3 -0.6 -0.4
H -4.8160 -3.2737 5.9923 -0.7 -0.2 0.7
H -5.0029 -4.8941 5.3416 -0.1 -0.3 0.1
H -3.4890 -3.6323 4.3426 0.1 0.1 -0.2
C -0.9673 2.8566 5.8128 0.2 0.2 0.3
N -0.3729 4.2107 5.7382 1.3 1.9 -2.3
C -1.0586 5.3070 6.5905 1.5 -1.0 -0.1
C 1.1087 4.0846 6.1440 -0.4 0.9 0.1
C -0.3576 4.7051 4.2048 -0.6 -2.0 0.8
C -0.1012 6.0975 3.8943 0.8 3.2 0.1
O 1.1923 6.6436 4.3167 -1.2 -1.4 -0.1
H -2.0535 2.8049 5.7383 0.1 0.5 0.2
H -0.5982 2.5434 6.7895 -0.5 -0.9 -0.2
H -0.5643 2.3067 4.9624 0.2 -0.3 0.4
H -0.8026 5.0183 7.6099 -1.0 -0.2 0.2
H -2.0988 5.4246 6.2867 0.1 -0.3 0.4
H -0.5029 6.2408 6.5049 -0.1 -0.1 -0.6
H 1.6760 3.4748 5.4409 -0.4 0.1 -0.2
H 1.2447 3.6489 7.1338 -0.5 0.1 0.0
H 1.4737 5.1116 6.1520 0.3 -0.2 -0.1
H -1.3457 4.4589 3.8161 -0.3 0.2 0.3
H 0.2835 4.1287 3.5378 0.5 -0.7 1.0
H -0.8854 6.7632 4.2549 -0.1 0.0 0.2
H -0.1716 6.1579 2.8082 0.0 -0.1 -0.2
H 1.2180 7.5596 4.0304 0.0 0.2 0.0
C -4.1975 -2.1651 -6.2463 -0.6 1.5 1.6
C -3.3649 -2.7736 -7.2838 -0.8 -0.8 -0.8
N -1.9851 -2.4613 -7.0656 4.0 -0.1 -0.9
C -1.0696 -3.2378 -6.3527 -0.9 -0.4 1.1
C 0.1991 -2.8062 -6.5363 -0.6 0.8 -0.5
N 0.1142 -1.7322 -7.4127 -2.5 -0.7 -1.1
C -1.2326 -1.6135 -7.7757 2.1 0.2 0.6
C 1.2447 -1.0157 -8.0009 1.0 0.5 -0.1
H -3.8941 -1.1261 -6.1183 -0.2 0.3 -0.2
H -3.9798 -2.5661 -5.2563 -0.4 -0.4 0.0
H -5.2633 -2.1696 -6.4746 0.1 -0.3 0.1
H -3.6478 -2.4035 -8.2692 0.1 -0.2 -0.1
H -3.4652 -3.8576 -7.2286 0.1 0.0 -0.5
H -1.4576 -3.9945 -5.6870 0.2 0.0 -0.1
H 1.1429 -3.1354 -6.1274 -0.2 0.0 0.0
H -1.5697 -0.9736 -8.5778 -0.1 0.1 0.2
H 0.9625 -0.3007 -8.7737 -0.4 0.0 0.4
H 2.0146 -1.6224 -8.4776 -0.6 -0.8 -0.1
H 1.8351 -0.5305 -7.2236 -0.5 0.4 0.2
C 0.5722 -8.9483 -2.4100 -0.3 0.3 -0.1
C 1.2818 -9.0575 -1.0295 0.7 -0.9 -1.1
N 1.6769 -7.7693 -0.4652 3.1 4.3 1.5
C 0.7908 -6.8060 -0.0659 -1.4 0.1 -0.5
C 1.4100 -5.6690 0.3766 -0.9 0.0 0.4
N 2.7346 -5.9051 0.3778 1.7 -3.0 -2.2
C 2.9341 -7.1179 -0.2236 -2.1 -1.6 0.3
C 3.8362 -5.0368 0.8326 -0.2 0.1 -0.3
H 0.2156 -9.9090 -2.7817 -0.3 -0.1 0.7
H 1.0711 -8.5960 -3.3128 1.3 0.1 0.6
H -0.2331 -8.2139 -2.3937 -0.5 -0.4 0.5
H 2.1667 -9.6930 -1.0640 0.2 0.3 -0.4
H 0.7071 -9.5951 -0.2753 -0.6 0.4 -0.1
H -0.2610 -6.9983 -0.2180 0.0 0.2 0.2
H 1.0675 -4.6799 0.6427 -0.4 -0.3 0.2
H 3.8839 -7.5871 -0.4337 0.0 0.1 0.2
H 4.7265 -5.1568 0.2153 -0.3 -0.1 -0.2
H 4.1306 -5.2982 1.8490 -0.4 0.3 0.0
H 3.4576 -4.0227 0.7049 0.3 0.0 0.4
C -5.9190 7.1045 -2.7533 -0.6 -0.9 0.7
C -4.6352 6.2647 -2.3914 -1.2 0.8 -1.6
N -3.4800 6.8863 -3.0640 1.3 -2.7 -2.7
C -2.7276 7.9057 -2.6443 1.0 0.4 0.7
C -1.5479 7.8802 -3.3458 0.5 -0.2 -0.3
N -1.5909 6.8359 -4.2565 -1.4 -0.6 0.9
C -2.8121 6.2448 -4.1041 0.5 1.0 2.1
C -0.4513 6.3030 -5.1132 -1.7 0.1 0.6
H -6.8127 6.5244 -2.5235 0.1 -0.1 0.7
H -6.1496 7.2753 -3.8049 1.1 -0.1 -0.3
H -6.0471 8.0718 -2.2674 0.5 -0.1 0.3
H -4.7037 5.2568 -2.8007 -0.2 0.1 -0.3
H -4.3711 6.0371 -1.3587 -0.3 0.9 0.2
H -3.0739 8.4322 -1.7672 0.4 0.5 -0.3
H -0.6030 8.3939 -3.2476 -0.4 0.4 0.1
H -3.1271 5.2719 -4.4516 0.1 0.3 -0.4
H -0.4875 5.2199 -4.9958 0.0 0.1 -0.3
H 0.5218 6.6192 -4.7374 -0.4 0.5 -0.1
H -0.7153 6.6301 -6.1189 0.7 -0.2 0.0
C 5.3560 5.4792 -1.4118 -2.0 -0.4 -0.2
C 5.8594 4.1749 -0.8277 -0.6 1.3 1.5
N 6.7790 3.5384 -1.6671 0.7 -4.7 -3.4
C 8.1241 3.6364 -1.6008 0.7 0.8 -0.7
C 8.6683 2.7568 -2.4830 0.8 -1.2 0.1
N 7.6705 1.9095 -2.9878 -1.7 3.7 0.9
C 6.5185 2.4918 -2.5328 0.4 0.1 0.3
C 7.8221 0.8200 -3.9639 0.9 -0.2 0.4
H 4.6992 5.3023 -2.2635 0.7 -0.4 -0.8
H 6.0817 6.2507 -1.6690 -0.1 -0.1 0.4
H 4.5026 5.7858 -0.8070 0.7 0.8 0.9
H 5.0847 3.4704 -0.5249 -0.2 0.2 -0.4
H 6.4398 4.3247 0.0827 -0.2 0.4 0.2
H 8.5149 4.4593 -1.0206 0.5 -0.3 -0.1
H 9.6954 2.6003 -2.7778 0.0 0.0 0.2
H 5.5264 2.2058 -2.8498 0.0 -0.1 0.3
H 6.8767 0.4453 -4.3561 0.0 0.2 0.4
H 8.3912 0.0594 -3.4293 -0.4 -0.4 -0.1
H 8.4738 1.0959 -4.7929 -0.2 0.5 0.0
P -0.2424 0.9495 -1.6881 1.5 0.2 -0.8
F 0.9181 2.0950 -1.9611 -0.9 1.6 -0.5
F -0.8346 0.9640 -3.2179 0.3 0.5 0.5
F 0.9872 0.0355 -2.2100 -0.6 -2.3 0.0
F -1.2607 -0.3337 -1.4024 1.0 1.5 0.2
F 0.3438 0.8812 -0.1804 -0.8 -0.5 0.3
F -1.2464 2.1493 -1.2750 -0.4 -1.0 0.1

Record 4
51
Properties=species:S:1:pos:R:3:forces:R:3 method="wB97M-V/def2-TZVPD" total_energy_ev=-65913.496 gap_ev="4.916 / 7.368" spin_multiplicity=3 relative_energy_kcal_mol=3.8 lumo_energy_ev="0.09 / 0.08"
Ti 0.3759 0.4675 -0.2291 -0.7 0.1 -1.1
N -1.7079 3.0633 2.3592 0.0 0.0 0.0
C -0.7982 2.1431 1.9138 -0.2 0.0 0.2
S 0.5015 2.7220 0.8972 -0.1 0.0 -0.1
N -0.9905 0.9166 2.3209 0.2 0.0 0.0
N -0.0419 0.0692 1.7666 -0.1 -0.1 0.5
C 0.4356 -0.8619 2.5028 0.0 -0.1 -0.2
C 1.5764 -1.6758 2.1027 -0.1 0.0 0.1
C 1.9254 -2.7720 2.9037 0.1 0.0 -0.1
C 3.0794 -3.4939 2.6791 -0.1 0.0 0.0
C 3.9373 -3.0854 1.6550 0.1 0.0 0.0
C 3.6322 -2.0030 0.8587 -0.1 -0.1 0.0
C 2.4311 -1.2840 1.0336 0.0 0.0 0.0
O 2.1392 -0.3061 0.2240 0.0 0.1 0.1
H -1.4368 4.0291 2.3155 0.0 0.0 0.0
H -2.2755 2.7771 3.1405 0.0 0.0 0.0
H 0.0148 -1.0115 3.4961 0.0 0.1 0.0
H 1.2705 -3.0441 3.7242 0.0 0.0 0.0
H 3.3314 -4.3399 3.3036 0.0 0.0 0.0
H 4.8624 -3.6255 1.4899 0.0 0.0 0.0
H 4.2915 -1.6802 0.0631 0.0 0.0 0.0
C 1.2536 -4.0410 -3.3484 0.0 0.0 0.0
N 0.8985 -3.4731 -2.0592 0.0 0.0 0.0
C 1.0551 -4.3009 -0.8714 0.0 0.0 0.0
C 0.4001 -2.2121 -1.9391 -0.2 0.0 0.0
N -0.0380 -1.6770 -0.8572 0.3 0.0 -0.1
N 0.3297 -1.5056 -3.1459 0.0 -0.1 0.0
C 0.5229 -0.1522 -3.3422 0.0 0.0 0.0
N 0.2275 0.2239 -4.6401 0.0 0.0 0.0
N 1.0067 0.6156 -2.4453 -0.1 0.1 0.3
H 1.6267 -5.0476 -3.1882 0.0 0.0 0.0
H 2.0346 -3.4613 -3.8446 0.0 0.0 0.0
H 0.3903 -4.1320 -4.0166 0.0 0.0 0.0
H 0.1251 -4.8048 -0.5935 0.0 0.0 0.0
H 1.4136 -3.7098 -0.0282 0.0 0.0 0.0
H 1.8174 -5.0505 -1.0689 0.0 0.0 0.0
H 0.0668 -2.3035 -0.0676 0.0 0.1 0.1
H 0.2810 -2.0545 -3.9859 0.1 0.1 0.0
H -0.5767 -0.2321 -5.0445 0.0 0.0 0.0
H 0.2057 1.2216 -4.7833 0.0 0.0 0.0
H 1.0697 1.5759 -2.7661 0.0 0.0 0.0
C -3.7709 1.1321 -0.8317 -0.1 0.0 0.0
C -2.4267 1.5401 -1.3234 0.1 0.0 0.0
C -2.1938 2.6956 -2.2345 -0.1 0.1 -0.1
O -1.3749 0.9218 -0.8470 0.7 -0.3 0.3
H -4.1965 1.8513 -0.1171 0.1 0.0 0.0
H -3.6898 0.1740 -0.3193 0.0 0.0 0.0
H -4.5067 1.0291 -1.6378 0.0 0.0 0.0
H -2.9837 3.4483 -2.1555 0.0 0.0 0.0
H -2.1516 2.4176 -3.3024 0.0 -0.1 0.0
H -1.2474 3.1801 -1.9810 0.0 0.0 0.0

Record 5
20
Properties=species:S:1:pos:R:3:forces:R:3 method="wB97M-V/def2-TZVPD" total_energy_ev=-10408.108 gap_ev=10.207 relative_energy_kcal_mol=7.3 smiles="CC[C@H](C)NC(N)=O" lumo_energy_ev=0.77
C -1.6904 1.3357 -0.5739 0.0 -0.3 0.0
C -1.7655 0.0010 0.1496 1.5 -1.1 -0.1
C -0.3769 -0.5304 0.5817 0.4 0.1 -0.7
C 0.0963 0.0757 1.8887 -0.1 0.4 0.4
N 0.6058 -0.2096 -0.4689 -0.3 -0.2 0.7
C 1.5298 -1.1389 -0.8857 -0.6 0.1 -0.5
N 2.5660 -0.6052 -1.6253 0.2 0.6 0.1
O 1.3468 -2.3326 -0.7517 0.4 -0.1 0.3
H -2.6442 1.8040 -0.6249 -0.8 0.5 0.2
H -0.9812 2.0356 -0.1439 0.0 0.2 0.2
H -1.4238 1.1702 -1.6169 0.3 -0.1 0.1
H -2.0783 -0.7412 -0.5806 -0.6 -0.1 0.1
H -2.3228 -0.1015 1.0764 -0.8 0.6 -0.2
H -0.4040 -1.6185 0.6158 0.0 0.0 0.2
H 1.0887 -0.2627 2.1843 0.1 0.0 -0.2
H -0.5626 -0.1097 2.7430 -0.1 -0.2 -0.2
H 0.1173 1.1665 1.7641 0.2 -0.1 0.1
H 0.7702 0.7814 -0.5203 0.5 -0.1 -0.3
H 2.6956 0.3914 -1.5376 0.1 -0.1 0.0
H 3.4334 -1.1115 -1.6739 -0.2 -0.3 0.0

Record 6
13
Properties=species:S:1:pos:R:3:forces:R:3 method="wB97M-V/def2-TZVPD" total_energy_ev=-35782.630 gap_ev="5.666 / 8.780" total_charge=+1 spin_multiplicity=9 relative_energy_kcal_mol=86.7 lumo_energy_ev="-4.41 / -4.65"
O 2.7629 2.6996 0.8389 -1.8 0.4 0.9
C 2.5293 1.6229 0.4077 4.3 -0.4 -1.9
O 2.9181 0.7007 -0.1920 -2.5 0.0 1.0
Eu 4.7633 4.4440 0.8205 -0.2 -0.1 0.0
O -0.0720 0.2559 0.8179 -0.8 -1.9 -0.9
H 0.3569 -1.6801 0.3774 -0.2 0.2 -0.3
O -2.0654 -2.1981 -0.9226 0.8 -1.8 1.8
O -2.6602 -0.3758 -0.3486 -1.3 2.0 1.5
O -1.6296 -0.5069 -2.3346 -3.0 -0.8 -1.0
C -0.3985 -0.8741 0.4630 1.1 1.4 1.4
C -1.8492 -1.3100 0.3454 -2.2 -1.1 -2.8
C -2.3481 -1.0273 -1.5110 5.5 2.1 0.5
H -2.3074 -1.7510 1.2381 0.3 0.1 -0.2

Record 7
51
Properties=species:S:1:pos:R:3:forces:R:3 method="wB97M-V/def2-TZVPD" total_energy_ev=-37822.657 gap_ev=8.581 smiles="COC(=O)[C@@H](NC(=O)N1CCN(c2cccc(C(F)(F)F)c2)CC1)C(C)C" lumo_energy_ev=0.52
C -7.6189 -0.0322 -0.2724 -0.2 -0.2 -0.3
O -6.4280 0.5134 0.2834 0.1 0.3 0.2
C -5.2819 0.0288 -0.1850 0.3 -0.1 0.0
O -5.2032 -0.8265 -1.0323 -0.2 0.0 -0.1
C -4.0756 0.6898 0.4597 -0.1 0.2 0.2
N -2.8819 -0.0086 0.0384 -0.2 0.0 -0.2
C -2.1294 -0.6521 0.9930 0.2 0.0 -0.2
O -2.2804 -0.4643 2.1857 -0.1 0.1 0.5
N -1.1652 -1.4871 0.5023 0.2 -0.1 0.0
C -0.8702 -1.6343 -0.9089 0.0 -0.1 -0.3
C 0.4647 -2.3727 -1.0574 -0.2 0.1 -0.1
N 1.4789 -1.7457 -0.2501 -0.3 -0.2 0.1
C 2.4361 -0.9067 -0.7549 0.5 0.2 -0.1
C 2.4620 -0.4848 -2.0937 -0.1 -0.1 0.0
C 3.4649 0.3340 -2.5690 0.1 0.0 0.0
C 4.4822 0.7793 -1.7416 0.1 0.0 0.2
C 4.4665 0.3701 -0.4173 0.0 0.1 -0.1
C 5.5333 0.8137 0.5398 0.3 0.1 0.3
F 6.5216 1.5085 -0.0391 0.0 0.1 -0.3
F 6.1204 -0.2229 1.1704 -0.1 -0.2 0.0
F 5.0426 1.6025 1.5186 -0.2 0.0 0.0
C 3.4711 -0.4557 0.0772 0.0 0.1 -0.1
C 1.1804 -1.7325 1.1742 0.0 -0.1 0.2
C -0.2725 -2.1470 1.4267 0.1 -0.1 0.3
C -4.0265 2.1931 0.1027 0.1 -0.1 0.0
C -2.8966 2.8683 0.8722 -0.3 -0.1 0.0
C -3.8509 2.3906 -1.4011 -0.2 0.0 0.3
H -7.6599 -1.1085 -0.0956 0.0 0.1 0.0
H -7.6527 0.1496 -1.3484 0.0 0.0 0.1
H -8.4436 0.4694 0.2266 0.1 0.0 0.0
H -4.1536 0.5910 1.5499 0.0 0.0 -0.2
H -2.9973 -0.4662 -0.8554 0.1 -0.1 0.1
H -0.7842 -0.6436 -1.3724 0.0 -0.1 0.0
H -1.6638 -2.1970 -1.4204 0.1 0.1 -0.1
H 0.3528 -3.4113 -0.7291 0.0 0.0 -0.1
H 0.7673 -2.3962 -2.1021 -0.1 -0.1 0.1
H 1.6838 -0.7813 -2.7786 -0.1 0.0 0.0
H 3.4490 0.6409 -3.6038 0.0 0.0 -0.1
H 5.2635 1.4223 -2.1116 0.1 0.1 0.0
H 3.5220 -0.7631 1.1086 0.0 -0.1 0.1
H 1.8472 -2.4143 1.7177 0.0 0.1 0.1
H 1.3285 -0.7183 1.5593 0.0 -0.1 0.0
H -0.5741 -1.8424 2.4307 0.1 -0.1 -0.1
H -0.3885 -3.2337 1.3469 0.0 0.1 0.1
H -4.9831 2.6250 0.4133 0.1 0.0 0.0
H -3.0336 2.7423 1.9427 0.0 0.0 0.2
H -1.9414 2.4278 0.5984 0.1 0.0 0.0
H -2.8680 3.9313 0.6457 0.0 0.1 0.0
H -2.8921 1.9920 -1.7235 0.1 0.0 -0.1
H -3.8809 3.4499 -1.6450 0.0 0.1 -0.1
H -4.6396 1.8881 -1.9571 -0.1 0.0 -0.2

Record 8
26
Properties=species:S:1:pos:R:3:forces:R:3 method="wB97M-V/def2-TZVPD" total_energy_ev=-116622.225 gap_ev="3.199 / 4.320" total_charge=-1 spin_multiplicity=4 relative_energy_kcal_mol=17.5 lumo_energy_ev="0.71 / 1.75"
C -1.9346 -0.8400 0.7499 0.2 0.1 -0.3
C -1.7302 -1.3373 2.0592 0.0 -0.1 -0.5
C -1.7862 -0.2417 2.9567 -2.2 -0.1 0.2
H -1.5554 -2.3667 2.3270 0.0 0.0 0.0
C -1.9825 0.9309 2.2020 -0.3 0.3 -0.4
C -2.0556 0.5663 0.8344 0.0 0.0 -0.1
H -2.1696 1.2439 0.0039 0.0 0.0 -0.1
H -1.9449 -1.4235 -0.1536 0.1 0.0 -0.1
H -1.6451 -0.2925 4.0228 -2.7 -0.4 -0.6
H -2.0168 1.9353 2.5893 0.0 0.0 0.1
Cr -0.0091 -0.0015 1.5561 -2.5 -0.4 -0.1
Br 1.1334 -0.8333 -0.2039 1.0 -0.3 -0.6
C 2.7621 0.6744 -3.3533 0.0 0.1 0.0
C 1.6718 1.4572 -3.7823 0.1 0.0 0.1
C 0.6890 0.5893 -4.2988 -0.1 0.0 0.0
H 1.6013 2.5384 -3.7252 0.0 0.0 0.0
C 1.1720 -0.7300 -4.1890 0.0 0.0 0.0
C 2.4534 -0.6774 -3.6048 0.0 0.0 0.0
H 3.0901 -1.5283 -3.3866 0.0 0.0 0.0
H 3.6782 1.0469 -2.9070 0.0 0.0 0.0
H -0.2708 0.8850 -4.7091 0.0 0.0 0.0
H 0.6493 -1.6285 -4.4999 0.0 0.0 0.0
O 0.2814 -0.9980 5.5150 -0.6 -2.8 -0.3
N -0.0091 -0.0015 4.9261 3.8 0.5 -1.2
O -0.0631 1.0351 5.5150 -1.5 2.5 -0.4
O -0.0091 -0.0015 3.5561 4.7 0.6 4.0